Record 1
Formula: C60H66F8IOP
Source: the Open Molecules 2025 dataset
Level of theory: the ωB97M-V functional and the def2-TZVPD basis

Last column: Löwdin charge in e.
Positions of all 137 atoms, in Å:
C -7.75499 3.01175 8.21653  -0.099
O -7.85891 3.08630 6.79750  -0.198
C -6.76083 3.73059 6.16349  -0.226
C -7.23625 4.46698 4.90772  -0.156
C -6.86715 3.69117 3.64218  -0.207
C -7.76080 2.47507 3.35449  -0.188
C -6.94082 1.20312 3.17084  -0.203
C -5.96393 1.30742 1.99590  -0.203
C -4.68084 0.47386 2.09985  -0.195
C -3.79224 0.67016 3.34428  -0.175
C -2.44465 1.38272 3.05503  -0.210
C -2.19416 2.59721 3.95770  -0.280
C -3.03652 3.81545 3.52661  -0.541
P -2.20702 5.10270 2.53034  0.451
I -0.51671 5.97343 4.07799  0.394
H -8.24014 3.88050 8.65260  0.085
H -6.71844 2.97006 8.53222  0.080
H -8.25594 2.10601 8.53247  0.082
H -6.27436 4.43317 6.83891  0.113
H -6.02339 2.96376 5.91129  0.117
H -8.29806 4.66293 4.96177  0.119
H -6.67046 5.39325 4.86333  0.091
H -6.79544 4.35034 2.78341  0.097
H -5.86827 3.31607 3.79535  0.063
H -8.47133 2.35553 4.16438  0.105
H -8.34687 2.64607 2.45662  0.110
H -6.45027 0.94368 4.10136  0.101
H -7.64090 0.40946 2.92583  0.108
H -5.68799 2.33553 1.77361  0.095
H -6.50065 0.95858 1.11938  0.109
H -4.95265 -0.57587 2.04195  0.102
H -4.09269 0.66799 1.21006  0.098
H -4.28444 1.20233 4.14985  0.089
H -3.52596 -0.32080 3.68581  0.101
H -1.62450 0.70246 3.24640  0.090
H -2.37934 1.68838 2.01360  0.101
H -1.13760 2.83499 3.98413  0.065
H -2.48605 2.30708 4.96115  0.103
H -3.85022 3.46442 2.90252  0.045
H -3.47340 4.27716 4.40262  0.061
H -1.45415 4.33129 1.60715  -0.094
F -6.12894 5.96510 0.69790  0.048
C -5.56686 7.00611 0.04493  -0.291
C -6.38025 7.87315 -0.65628  -0.046
C -5.79783 8.94388 -1.31920  -0.072
C -4.42244 9.12743 -1.27697  -0.092
C -3.62564 8.23942 -0.56671  -0.075
C -4.19802 7.16940 0.10467  -0.024
H -7.44954 7.70782 -0.68076  0.115
H -6.42047 9.63630 -1.86940  0.107
H -3.97283 9.96283 -1.79678  0.101
H -2.55342 8.38007 -0.53299  0.106
H -3.59939 6.46842 0.67802  0.027
F -10.56073 10.68999 3.17823  0.055
C -9.50030 9.85926 3.22406  -0.288
C -8.87217 9.64235 4.43400  -0.019
C -7.78312 8.78433 4.47675  -0.081
C -7.33668 8.16511 3.31778  -0.086
C -7.98122 8.40017 2.11165  -0.069
C -9.07536 9.25129 2.05995  -0.006
H -9.23388 10.14025 5.32372  0.117
H -7.28277 8.59911 5.41786  0.104
H -6.48470 7.49846 3.35359  0.096
H -7.63022 7.92050 1.20716  0.052
H -9.59659 9.44438 1.13184  0.117
F -0.62127 -1.03821 1.73009  0.051
C -1.22641 -1.74704 0.75576  -0.288
C -1.11703 -1.31769 -0.55096  -0.018
C -1.74069 -2.04815 -1.55099  -0.078
C -2.46827 -3.18666 -1.23227  -0.094
C -2.56868 -3.59795 0.08983  -0.084
C -1.94152 -2.87743 1.09601  -0.020
H -0.55192 -0.42299 -0.77837  0.115
H -1.65771 -1.72582 -2.58037  0.103
H -2.95661 -3.75241 -2.01425  0.101
H -3.13804 -4.48275 0.34060  0.104
H -2.00235 -3.18401 2.13192  0.117
F 4.23608 10.59822 7.79029  0.056
C 3.50880 10.02979 6.80860  -0.289
C 3.57203 10.56011 5.53579  -0.019
C 2.82417 9.96962 4.52796  -0.081
C 2.02367 8.86974 4.80409  -0.113
C 1.97352 8.35616 6.09235  -0.095
C 2.72313 8.93484 7.10593  -0.016
H 4.19780 11.42135 5.34356  0.117
H 2.86698 10.36985 3.52410  0.105
H 1.43961 8.41421 4.01551  0.043
H 1.34765 7.50101 6.31250  0.072
H 2.70306 8.54609 8.11524  0.117
F 0.39495 0.11974 -3.93211  0.046
C 1.33685 -0.80040 -4.23140  -0.292
C 2.17966 -1.24480 -3.23289  -0.022
C 3.14170 -2.19521 -3.54112  -0.077
C 3.25386 -2.68037 -4.83699  -0.094
C 2.39810 -2.21738 -5.82610  -0.078
C 1.42758 -1.27256 -5.52513  -0.018
H 2.08037 -0.85066 -2.22989  0.114
H 3.80428 -2.55781 -2.76696  0.106
H 4.00568 -3.41805 -5.07648  0.087
H 2.48710 -2.59297 -6.83656  0.104
H 0.74719 -0.90281 -6.28085  0.117
F 4.27075 -5.00139 -6.87315  0.043
C 4.40094 -6.29467 -6.50637  -0.285
C 3.40317 -6.87478 -5.75014  -0.019
C 3.53892 -8.20319 -5.37554  -0.082
C 4.66355 -8.92373 -5.75372  -0.091
C 5.65670 -8.31802 -6.51176  -0.075
C 5.52568 -6.99184 -6.89679  -0.009
H 2.53854 -6.29139 -5.46159  0.117
H 2.76415 -8.67559 -4.78692  0.105
H 4.76535 -9.95898 -5.45556  0.096
H 6.53200 -8.87477 -6.80271  0.083
H 6.28363 -6.50047 -7.49226  0.119
F 8.59406 -9.52030 -6.03892  0.046
C 8.93783 -10.76807 -6.42329  -0.282
C 8.03435 -11.79611 -6.24386  -0.015
C 8.39125 -13.07512 -6.64433  -0.076
C 9.63846 -13.30985 -7.20792  -0.087
C 10.53212 -12.26196 -7.37481  -0.092
C 10.18032 -10.97782 -6.98367  -0.035
H 7.07038 -11.59358 -5.79585  0.111
H 7.69326 -13.89092 -6.51487  0.106
H 9.91345 -14.30976 -7.51459  0.104
H 11.50671 -12.44292 -7.80767  0.111
H 10.86042 -10.14542 -7.11137  0.120
F 12.90742 -13.97692 -4.73782  0.057
C 13.64716 -12.85071 -4.71343  -0.284
C 13.02884 -11.63903 -4.94649  -0.020
C 13.79205 -10.48130 -4.91859  -0.079
C 15.15579 -10.54975 -4.66759  -0.097
C 15.75696 -11.77983 -4.43920  -0.085
C 15.00042 -12.94272 -4.45785  -0.018
H 11.96772 -11.60826 -5.14505  0.094
H 13.31997 -9.52341 -5.09286  0.105
H 15.74867 -9.64514 -4.64907  0.100
H 16.81965 -11.83595 -4.24601  0.104
H 15.44876 -13.91036 -4.27614  0.117

## Properties
E_LUMO (eV): 0.108
HOMO-LUMO gap (eV): 8.95
HOMO level (eV): -8.842


Record 2
Formula: C43H109N7O15
Source: the Open Molecules 2025 dataset
Level of theory: the ωB97M-V functional and the def2-TZVPD basis

Last column: Mulliken spin population.
Positions of all 174 atoms, in Å:
C -0.47563 5.92429 3.42651  0.405
O -0.76139 5.06179 2.30484  -0.255
C -1.60076 5.52196 1.21409  0.007
C -1.80084 4.39516 0.16793  0.126
N -0.61875 4.30048 -0.72937  -0.008
C -0.53847 3.11610 -1.59766  -0.029
C -1.82430 3.16065 -2.58259  0.029
O -3.01904 2.61965 -2.05237  -0.011
C -3.19813 1.17856 -1.88252  0.025
H -0.17039 6.94786 3.20918  -0.004
H 0.38443 5.57180 3.99584  -0.062
H -1.36708 5.93931 4.05357  -0.036
H -1.38110 6.49028 0.76440  0.013
H -2.62050 5.61050 1.58878  -0.017
H -2.71178 4.63583 -0.38011  0.005
H -2.01078 3.44407 0.65729  -0.002
H 0.23074 4.27520 -0.18362  -0.019
H -0.49137 2.19740 -1.01296  -0.001
H 0.41012 3.24617 -2.11859  -0.005
H -1.84176 2.67321 -3.55737  0.016
H -1.89606 4.20186 -2.89694  0.004
H -2.23692 0.74439 -1.60743  -0.036
H -3.45590 0.71137 -2.83299  0.010
H -3.81985 0.87459 -1.04039  -0.025
C -1.16189 1.03455 5.12395  -0.159
O -1.20125 0.31238 6.36031  -0.308
C -2.54477 -0.00991 6.89185  0.013
C -2.63495 0.17637 8.41421  -0.001
N -1.70541 -0.80798 9.02622  0.012
C -1.71513 -0.61489 10.47594  0.044
C -0.39261 -1.07410 11.05712  0.021
O 0.66678 -0.53438 10.32262  -0.103
C 1.83881 -1.40298 10.28657  0.234
H -1.65250 0.43071 4.36055  0.084
H -0.15158 1.24989 4.77610  0.077
H -1.72051 1.97031 5.14356  0.092
H -2.89692 -0.99934 6.60008  0.044
H -3.18647 0.79624 6.53627  0.142
H -3.64199 -0.06635 8.75339  0.001
H -2.36401 1.22354 8.54881  0.013
H -0.81052 -0.70255 8.56998  0.023
H -2.48636 -1.16220 11.01794  -0.022
H -1.61655 0.41354 10.82338  0.006
H -0.40627 -2.15239 10.89831  -0.001
H -0.34835 -0.63799 12.05509  -0.023
H 1.53657 -2.43719 10.12176  0.007
H 2.35926 -1.36372 11.24348  0.001
H 2.43517 -1.01139 9.46249  -0.096
C -8.21247 -1.03826 8.12561  0.050
O -7.34223 -0.61492 7.13459  -0.064
C -7.38083 0.81243 6.78564  0.032
C -6.46187 1.01259 5.55606  0.037
N -6.80646 0.04768 4.58273  -0.076
C -6.00341 0.31654 3.34797  0.037
C -6.25448 -0.87371 2.39699  -0.012
O -5.38367 -0.76046 1.18433  -0.148
C -5.88885 -1.47275 0.12842  0.194
H -9.24666 -0.92518 7.80042  -0.005
H -8.12414 -0.40553 9.00876  0.000
H -8.11008 -2.07232 8.45476  -0.005
H -7.04976 1.31455 7.69469  -0.022
H -8.42637 1.08377 6.63964  0.002
H -5.48992 0.90080 6.03660  0.040
H -6.41305 2.00443 5.10666  -0.024
H -6.82297 -0.90239 4.92506  0.008
H -4.96939 0.44487 3.66802  0.014
H -6.41287 1.23644 2.93056  0.033
H -7.28578 -0.62832 2.14341  0.042
H -6.22006 -1.90711 2.74196  0.025
H -6.59295 -0.85777 -0.43207  0.000
H -6.45498 -2.38735 0.30481  0.007
H -5.05754 -1.77595 -0.50804  -0.008
C -0.94373 -1.00169 -4.60847  0.039
O 0.43657 -1.10815 -4.92056  -0.019
C 1.38073 -0.50182 -4.02380  -0.150
C 1.57043 -1.20274 -2.65423  -0.048
N 0.36667 -1.05064 -1.83762  -0.143
C 0.56514 -1.49819 -0.50192  -0.376
C -0.80406 -1.17285 0.17311  0.550
O -0.98973 0.23858 0.29291  -0.164
C -1.99734 0.62765 1.22463  -0.788
H -1.24966 -1.59996 -3.75023  0.005
H -1.52034 -1.43679 -5.42475  0.008
H -1.37628 -0.01061 -4.47151  0.004
H 0.99782 0.51515 -3.93872  0.000
H 2.30711 -0.28930 -4.55742  0.026
H 2.44259 -0.79164 -2.14586  0.025
H 1.89009 -2.24142 -2.73825  0.260
H 0.08478 -0.08239 -1.89360  0.011
H 1.28522 -0.81158 -0.05678  0.200
H 0.88618 -2.53798 -0.43976  -0.016
H -0.95216 -1.76253 1.07778  0.120
H -1.67783 -1.44085 -0.42086  0.056
H -1.81297 1.69159 1.37342  0.051
H -1.82575 0.22929 2.22461  0.174
H -3.02149 0.59650 0.85281  -0.007
C -5.19781 -2.16375 -6.65748  0.036
O -4.85844 -1.16873 -7.53268  -0.022
C -3.48693 -0.68349 -7.52893  -0.029
C -3.38758 0.49565 -8.46439  0.002
N -2.08437 0.56610 -9.20019  0.000
C -0.95022 0.68113 -8.32427  -0.004
C 0.30761 0.65639 -9.06014  0.003
O 1.31705 0.07212 -8.28759  -0.012
C 1.81980 0.83632 -7.24390  0.028
H -4.58586 -1.95701 -5.77948  0.008
H -4.98020 -3.12413 -7.12483  -0.003
H -6.24603 -2.00932 -6.40157  -0.005
H -2.80640 -1.49662 -7.78151  0.002
H -3.19843 -0.47593 -6.49850  0.014
H -3.52785 1.40831 -7.88518  -0.001
H -4.07799 0.40830 -9.30331  0.000
H -2.20584 1.21158 -9.96747  0.000
H -0.86107 -0.05993 -7.52993  0.002
H -1.12551 1.55035 -7.69037  0.005
H 0.39560 1.71700 -9.29567  -0.001
H 0.08021 0.16785 -10.00762  0.002
H 2.59444 0.36703 -6.63744  -0.011
H 0.95735 1.06215 -6.61678  0.004
H 2.22942 1.77474 -7.61764  -0.001
C 2.98891 -5.74743 -3.19649  0.208
O 4.33730 -6.04338 -3.50977  -0.111
C 4.68555 -7.48861 -3.47402  0.021
C 6.25590 -7.51134 -3.30713  0.002
N 6.89260 -7.01497 -4.50313  -0.012
C 8.37616 -6.93736 -4.28777  -0.001
C 8.93597 -5.91307 -5.21510  0.006
O 10.31657 -5.72056 -4.79761  -0.006
C 10.47996 -4.34983 -4.75436  0.014
H 2.91491 -5.70510 -2.10984  -0.074
H 2.34670 -6.55314 -3.55215  0.015
H 2.75359 -4.82065 -3.71976  0.009
H 4.21590 -8.00705 -4.30993  0.009
H 4.17477 -7.99680 -2.65612  0.006
H 6.45444 -8.57267 -3.15795  0.004
H 6.58780 -6.92793 -2.44831  -0.007
H 6.56807 -6.07086 -4.65619  0.000
H 8.71133 -7.91696 -4.62858  0.002
H 8.69773 -6.72468 -3.26823  -0.001
H 8.25342 -5.06378 -5.24565  0.003
H 8.83754 -6.46660 -6.14891  0.000
H 11.42233 -4.24636 -4.21645  -0.002
H 9.81087 -3.80819 -4.08575  -0.003
H 10.58561 -3.78618 -5.68131  0.001
C 5.79881 6.11850 1.97104  0.123
O 6.18662 5.29890 0.86352  -0.076
C 5.75572 5.86887 -0.41007  0.027
C 4.53992 5.27305 -1.04176  0.002
N 4.74474 4.01664 -1.77836  -0.012
C 3.55224 3.29034 -2.08654  -0.012
C 3.16934 2.23855 -1.07664  0.212
O 2.41541 2.99511 -0.10746  -0.385
C 1.96488 2.10039 0.92828  0.566
H 6.42587 6.99417 2.13869  0.006
H 5.90036 5.46858 2.84017  -0.043
H 4.79957 6.47166 1.71629  0.007
H 6.51985 5.67007 -1.16153  0.004
H 5.75607 6.95029 -0.27359  0.004
H 3.92754 5.87093 -1.71676  -0.007
H 3.85176 5.26109 -0.19654  0.004
H 5.53564 3.50676 -1.41148  -0.003
H 3.72942 2.81570 -3.05164  -0.033
H 2.64309 3.88108 -2.19865  0.012
H 4.02199 1.73643 -0.61950  0.001
H 2.52987 1.50091 -1.56148  -0.057
H 2.14803 2.56615 1.89659  -0.084
H 2.47150 1.13696 0.98516  0.028
H 0.90964 1.89575 0.74743  0.029
C 0.72297 -1.72399 3.80895  0.548
O 1.39437 -2.27408 2.64151  -0.775
H 1.21916 -1.78170 4.77775  -0.006
H 0.61748 -0.68468 3.49781  0.519
H -0.27962 -2.13969 3.90943  0.074
H 2.28871 -2.14855 2.96710  0.022

## Properties
Total charge: -1
E_LUMO (alpha / beta) (eV): 2.143 / 2.099
HOMO-LUMO gap (alpha / beta) (eV): 1.45 / 8.71
HOMO level (alpha / beta) (eV): 0.690 / -6.608
⟨S²⟩: 0.750
Multiplicity: 2


Record 3
Formula: C4H8N2
Source: the Open Molecules 2025 dataset
Level of theory: the ωB97M-V functional and the def2-TZVPD basis

Last column: natural (NBO) charge in e.
Positions of all 14 atoms, in Å:
C 1.53534 -0.60238 0.15368  -0.414
N 0.09341 -0.43455 0.23395  -0.411
C -0.32504 0.55555 1.15425  -0.383
C -0.48295 -0.07038 -1.00534  -0.310
C -1.93950 -0.22529 -1.03729  0.263
N -3.09613 -0.23152 -1.05038  -0.313
H 2.04639 0.30166 -0.21915  0.180
H 1.76099 -1.44318 -0.50840  0.208
H 1.91937 -0.83903 1.14887  0.212
H -1.40287 0.50987 1.34246  0.219
H -0.25200 1.59909 0.39587  0.117
H 0.24969 0.48442 2.09356  0.217
H -0.01609 -0.62695 -1.83945  0.250
H -0.36161 1.25245 -0.87274  0.166

## Properties
E_LUMO (eV): 0.841
HOMO-LUMO gap (eV): 10.54
HOMO level (eV): -9.697